(1)
{"formula": "C48H108N4O6", "method": "ωB97M-V/def2-TZVPD", "smiles": "CCN(CC)CC.CCN(CC)CC.CCN(CC)CC.CCN(CC)CC.C1CCOC1.C1CCOC1.C1CCOC1.C1CCOC1.C1CCOC1.C1CCOC1", "orbital_gap_ev": 8.71, "homo_energy_ev": -8.211, "total_charge": 0, "de_lowest_kj_mol": 128.6, "elements": ["C", "C", "N", "C", "C", "C", "C", "H", "H", "H", "H", "H", "H", "H", "H", "H", "H", "H", "H", "H", "H", "H", "C", "C", "N", "C", "C", "C", "C", "H", "H", "H", "H", "H", "H", "H", "H", "H", "H", "H", "H", "H", "H", "H", "C", "C", "N", "C", "C", "C", "C", "H", "H", "H", "H", "H", "H", "H", "H", "H", "H", "H", "H", "H", "H", "H", "C", "C", "N", "C", "C", "C", "C", "H", "H", "H", "H", "H", "H", "H", "H", "H", "H", "H", "H", "H", "H", "H", "C", "C", "C", "O", "C", "H", "H", "H", "H", "H", "H", "H", "H", "C", "C", "C", "O", "C", "H", "H", "H", "H", "H", "H", "H", "H", "C", "C", "C", "O", "C", "H", "H", "H", "H", "H", "H", "H", "H", "C", "C", "C", "O", "C", "H", "H", "H", "H", "H", "H", "H", "H", "C", "C", "C", "O", "C", "H", "H", "H", "H", "H", "H", "H", "H", "C", "C", "C", "O", "C", "H", "H", "H", "H", "H", "H", "H", "H"], "coordinates": [[25.99, 11.22, 8.46], [27.39, 11.02, 9.06], [28.26, 10.43, 8.05], [28.70, 11.37, 7.00], [28.75, 10.67, 5.65], [29.48, 9.86, 8.64], [29.11, 8.73, 9.63], [25.25, 11.18, 9.27], [25.78, 10.49, 7.67], [25.89, 12.23, 8.09], [27.74, 12.00, 9.38], [27.29, 10.38, 9.93], [27.96, 12.17, 6.97], [29.64, 11.87, 7.24], [28.88, 11.29, 4.77], [29.38, 9.78, 5.60], [27.74, 10.27, 5.51], [30.11, 10.60, 9.13], [30.05, 9.44, 7.82], [28.61, 9.05, 10.55], [30.06, 8.35, 10.01], [28.52, 7.98, 9.12], [23.28, 6.69, 5.57], [23.81, 6.09, 6.86], [24.36, 7.15, 7.74], [23.37, 8.12, 8.23], [22.29, 7.36, 9.03], [25.56, 7.80, 7.23], [26.65, 6.77, 6.90], [24.01, 7.26, 5.00], [22.44, 7.36, 5.73], [23.03, 5.89, 4.86], [22.96, 5.63, 7.35], [24.62, 5.36, 6.76], [23.85, 8.83, 8.90], [22.93, 8.73, 7.44], [21.70, 6.63, 8.48], [22.81, 6.76, 9.78], [21.57, 8.03, 9.49], [26.02, 8.43, 8.00], [25.30, 8.42, 6.37], [26.39, 6.04, 6.14], [26.94, 6.22, 7.79], [27.51, 7.27, 6.46], [25.01, 14.45, 9.93], [25.99, 15.55, 9.63], [26.27, 16.44, 10.76], [27.05, 17.59, 10.22], [26.22, 18.56, 9.40], [27.01, 15.70, 11.79], [27.33, 16.52, 13.08], [24.03, 14.85, 10.20], [25.40, 13.82, 10.73], [24.90, 13.85, 9.03], [26.92, 15.12, 9.27], [25.54, 16.12, 8.81], [27.48, 18.17, 11.04], [27.90, 17.32, 9.60], [26.69, 19.54, 9.38], [26.03, 18.31, 8.35], [25.24, 18.66, 9.87], [27.88, 15.18, 11.39], [26.45, 14.88, 12.23], [26.46, 17.02, 13.50], [28.02, 17.32, 12.85], [27.88, 15.86, 13.76], [33.27, 10.44, 11.03], [34.74, 10.07, 10.77], [35.03, 9.17, 9.61], [36.47, 8.98, 9.52], [36.85, 8.59, 8.07], [34.23, 7.93, 9.64], [34.48, 7.03, 10.84], [33.21, 11.30, 11.70], [32.62, 9.62, 11.35], [32.80, 10.77, 10.11], [35.26, 10.98, 10.48], [35.22, 9.61, 11.63], [36.96, 9.94, 9.66], [36.85, 8.25, 10.23], [37.92, 8.78, 8.02], [36.74, 7.57, 7.73], [36.50, 9.31, 7.33], [34.51, 7.34, 8.77], [33.20, 8.27, 9.55], [34.38, 7.53, 11.80], [35.46, 6.57, 10.70], [33.70, 6.27, 10.88], [34.17, 11.67, 6.87], [32.69, 11.43, 6.89], [32.23, 11.38, 5.41], [33.37, 11.62, 4.64], [34.39, 12.19, 5.44], [34.69, 10.74, 7.08], [34.58, 12.32, 7.65], [32.17, 12.27, 7.34], [32.39, 10.57, 7.50], [31.42, 12.06, 5.16], [31.81, 10.37, 5.32], [34.23, 13.26, 5.30], [35.39, 12.00, 5.04], [30.99, 6.75, 12.17], [31.33, 5.47, 12.86], [30.00, 5.09, 13.56], [29.22, 6.23, 13.63], [29.56, 7.03, 12.48], [31.25, 6.69, 11.11], [31.69, 7.56, 12.40], [32.10, 5.63, 13.61], [31.59, 4.67, 12.18], [30.19, 4.67, 14.54], [29.44, 4.38, 12.94], [29.36, 8.08, 12.69], [28.90, 6.82, 11.64], [22.25, 13.26, 5.97], [23.20, 12.19, 6.21], [24.42, 12.62, 5.41], [24.44, 14.05, 5.47], [23.15, 14.53, 5.97], [21.56, 13.20, 6.81], [21.67, 13.17, 5.05], [22.78, 11.20, 6.02], [23.55, 12.11, 7.24], [24.34, 12.35, 4.36], [25.34, 12.12, 5.73], [22.80, 15.34, 5.33], [23.14, 14.76, 7.03], [29.90, 6.58, 4.10], [30.90, 6.60, 5.25], [30.89, 5.19, 5.86], [29.49, 4.77, 5.66], [29.00, 5.33, 4.43], [30.46, 6.45, 3.17], [29.38, 7.53, 4.08], [30.65, 7.38, 5.98], [31.91, 6.87, 4.96], [31.09, 5.12, 6.92], [31.57, 4.53, 5.32], [27.96, 5.67, 4.49], [29.10, 4.67, 3.57], [25.31, 6.62, 12.95], [25.64, 6.71, 11.49], [25.79, 8.20, 11.23], [26.53, 8.58, 12.39], [26.25, 7.71, 13.53], [25.54, 5.66, 13.41], [24.25, 6.86, 13.07], [24.84, 6.30, 10.88], [26.61, 6.32, 11.20], [24.83, 8.68, 11.05], [26.37, 8.28, 10.31], [25.76, 8.28, 14.32], [27.21, 7.39, 13.93], [30.30, 11.52, 12.28], [28.97, 11.38, 12.95], [29.03, 12.58, 13.88], [29.62, 13.62, 13.08], [30.46, 13.04, 12.06], [30.26, 10.99, 11.33], [31.04, 11.02, 12.90], [28.94, 10.47, 13.54], [28.18, 11.41, 12.21], [29.71, 12.42, 14.72], [28.07, 12.87, 14.30], [31.49, 13.38, 12.16], [30.11, 13.20, 11.05]]}

(2)
{"formula": "C12H11BrOS", "method": "ωB97M-V/def2-TZVPD", "orbital_gap_ev": [7.21, 7.73], "homo_energy_ev": [-7.830, -8.290], "total_charge": 0, "de_lowest_kj_mol": 109.4, "elements": ["C", "C", "C", "C", "C", "C", "C", "C", "C", "C", "C", "C", "O", "S", "Br", "H", "H", "H", "H", "H", "H", "H", "H", "H", "H", "H"], "coordinates": [[-2.27, -1.07, -0.55], [-0.75, -2.79, -1.24], [-1.35, -0.05, -0.72], [0.28, -1.80, -1.22], [-1.96, -2.32, -0.95], [0.00, -0.50, -0.97], [1.89, 3.87, 1.74], [2.62, 2.86, 2.30], [1.13, 3.49, 0.60], [1.39, 1.53, 0.60], [2.44, 1.55, 1.58], [-3.10, -3.37, -0.93], [2.51, 0.06, -1.34], [1.24, 0.78, -1.10], [-0.38, 4.38, 0.03], [-3.32, -1.02, -0.25], [-0.46, -3.81, -1.36], [-1.64, 0.94, -0.38], [1.26, -2.14, -1.37], [1.81, 4.86, 2.16], [3.26, 3.08, 3.11], [3.29, 1.59, 1.01], [2.36, 0.66, 2.21], [-3.99, -2.85, -0.95], [-3.12, -3.94, -1.91], [-3.12, -4.01, -0.07]]}

(3)
{"formula": "C48H73AsBGeN6O3SSiTi", "method": "ωB97M-V/def2-TZVPD", "orbital_gap_ev": 7.02, "homo_energy_ev": -10.614, "total_charge": 1, "elements": ["Ti", "C", "C", "C", "C", "C", "N", "N", "B", "N", "N", "C", "C", "C", "C", "C", "N", "N", "C", "C", "C", "C", "C", "H", "H", "H", "H", "H", "H", "H", "H", "H", "H", "H", "H", "H", "H", "H", "H", "H", "H", "H", "H", "H", "H", "C", "C", "C", "C", "O", "Si", "S", "O", "C", "C", "C", "C", "O", "C", "C", "C", "C", "H", "H", "H", "H", "H", "H", "H", "H", "H", "H", "H", "H", "H", "H", "H", "H", "H", "H", "H", "H", "H", "H", "H", "H", "H", "H", "H", "C", "C", "C", "C", "C", "C", "Ge", "C", "C", "C", "C", "C", "C", "C", "C", "C", "C", "C", "C", "H", "H", "H", "H", "H", "H", "H", "H", "H", "H", "H", "H", "H", "H", "H", "C", "As", "C", "C", "H", "H", "H", "H", "H", "H", "H", "H", "H"], "coordinates": [[0.57, -0.28, 0.58], [-1.61, 2.62, 0.00], [-0.18, 2.59, -0.36], [0.51, 3.63, -0.98], [1.85, 3.25, -0.97], [3.00, 4.05, -1.46], [1.92, 2.04, -0.39], [0.69, 1.62, -0.02], [3.18, 1.31, 0.06], [3.08, 0.93, 1.55], [2.34, -0.15, 1.90], [2.81, -0.58, 3.08], [2.38, -1.86, 3.69], [3.84, 0.26, 3.51], [3.99, 1.21, 2.51], [4.93, 2.35, 2.45], [3.33, -0.05, -0.66], [2.39, -1.04, -0.57], [2.95, -2.13, -1.11], [2.33, -3.48, -1.24], [4.24, -1.84, -1.56], [4.45, -0.51, -1.25], [5.69, 0.27, -1.48], [-2.11, 3.40, -0.55], [-1.71, 2.84, 1.07], [-2.09, 1.66, -0.19], [0.10, 4.54, -1.36], [2.64, 4.97, -1.90], [3.58, 3.51, -2.20], [3.66, 4.30, -0.63], [4.13, 1.98, -0.14], [1.37, -2.12, 3.38], [2.46, -1.81, 4.77], [3.06, -2.66, 3.36], [4.39, 0.18, 4.42], [5.48, 2.42, 3.38], [4.39, 3.27, 2.29], [5.65, 2.23, 1.63], [1.79, -3.76, -0.34], [3.12, -4.20, -1.42], [1.65, -3.50, -2.09], [4.91, -2.51, -2.05], [6.40, -0.35, -2.01], [6.13, 0.57, -0.53], [5.50, 1.17, -2.06], [2.30, 1.25, -3.66], [1.20, 0.22, -3.91], [0.33, 0.72, -5.05], [1.80, -1.13, -4.28], [0.44, 0.06, -2.69], [-1.14, -0.35, -2.66], [-1.44, -0.68, -0.57], [-1.92, 0.95, -3.18], [-3.16, 1.59, -3.50], [-2.86, 3.09, -3.52], [-4.21, 1.24, -2.45], [-3.62, 1.16, -4.89], [-1.25, -1.76, -3.44], [-2.12, -2.65, -4.13], [-3.53, -2.58, -3.57], [-1.55, -4.06, -3.95], [-2.11, -2.29, -5.62], [2.94, 1.31, -4.54], [2.90, 0.97, -2.80], [1.85, 2.23, -3.49], [0.94, 0.90, -5.93], [-0.16, 1.65, -4.77], [-0.44, -0.01, -5.30], [2.50, -1.47, -3.51], [2.34, -1.05, -5.22], [1.00, -1.86, -4.39], [-2.52, 3.43, -2.55], [-3.75, 3.64, -3.80], [-2.08, 3.30, -4.25], [-3.93, 1.64, -1.48], [-4.30, 0.17, -2.36], [-5.17, 1.66, -2.74], [-2.82, 1.32, -5.61], [-4.48, 1.76, -5.19], [-3.90, 0.12, -4.90], [-3.51, -2.75, -2.49], [-4.16, -3.34, -4.03], [-3.97, -1.61, -3.75], [-1.71, -4.41, -2.94], [-0.48, -4.05, -4.15], [-2.02, -4.75, -4.65], [-2.45, -1.27, -5.78], [-2.77, -2.96, -6.16], [-1.11, -2.39, -6.03], [-4.88, 2.75, 2.81], [-3.84, 3.16, 3.61], [-2.63, 2.48, 3.58], [-2.44, 1.39, 2.74], [-3.51, 0.99, 1.94], [-4.72, 1.66, 1.97], [-0.75, 0.30, 2.82], [0.44, 1.57, 3.83], [1.04, 2.60, 3.11], [1.87, 3.52, 3.71], [2.14, 3.43, 5.07], [1.54, 2.42, 5.81], [0.69, 1.51, 5.20], [-1.47, -0.89, 4.31], [-2.84, -1.11, 4.39], [-3.38, -1.96, 5.35], [-2.56, -2.61, 6.25], [-1.20, -2.39, 6.20], [-0.67, -1.54, 5.24], [-5.83, 3.27, 2.84], [-3.96, 4.01, 4.27], [-1.82, 2.80, 4.22], [-3.38, 0.14, 1.28], [-5.54, 1.32, 1.35], [0.83, 2.69, 2.05], [2.31, 4.32, 3.13], [2.79, 4.14, 5.54], [1.73, 2.36, 6.87], [0.20, 0.76, 5.80], [-3.51, -0.62, 3.70], [-4.45, -2.12, 5.38], [-2.98, -3.28, 6.99], [-0.55, -2.88, 6.90], [0.40, -1.38, 5.23], [0.78, -4.48, 2.05], [-0.10, -2.89, 1.17], [-0.77, -3.78, -0.46], [-1.77, -3.17, 2.15], [0.31, -5.41, 1.70], [0.62, -4.40, 3.12], [1.85, -4.53, 1.86], [-1.86, -3.74, -0.41], [-0.45, -4.82, -0.53], [-0.46, -3.22, -1.34], [-2.12, -4.18, 1.95], [-2.51, -2.45, 1.81], [-1.64, -3.07, 3.23]]}

(4)
{"formula": "C22H39Cl2N4O4Pm", "method": "ωB97M-V/def2-TZVPD", "orbital_gap_ev": [5.77, 5.80], "homo_energy_ev": [-5.561, -5.593], "total_charge": 0, "multiplicity": 5, "elements": ["O", "C", "C", "C", "H", "C", "H", "C", "H", "C", "H", "C", "H", "H", "C", "C", "H", "H", "H", "C", "C", "H", "H", "H", "H", "Pm", "Cl", "Cl", "C", "O", "N", "C", "C", "H", "H", "H", "H", "H", "H", "H", "H", "H", "C", "C", "N", "H", "C", "O", "H", "H", "H", "H", "C", "N", "C", "C", "O", "N", "C", "C", "H", "H", "H", "H", "H", "H", "H", "H", "H", "H", "H", "H"], "coordinates": [[3.51, 1.53, -1.56], [2.77, 1.99, -2.40], [2.04, 3.27, -2.44], [1.34, 3.81, -1.34], [1.02, 3.21, -0.47], [1.07, 5.19, -1.37], [0.66, 5.72, -0.51], [1.36, 5.95, -2.52], [1.23, 7.04, -2.53], [1.81, 5.31, -3.69], [2.03, 5.84, -4.61], [2.05, 3.94, -3.68], [2.39, 3.37, -4.54], [2.47, 1.31, -3.24], [0.53, -0.46, -3.52], [-0.15, 0.34, -2.48], [0.56, 0.04, -4.49], [-0.04, -1.37, -3.70], [1.59, -0.69, -3.29], [-0.81, 1.48, -2.76], [-2.00, 1.36, -3.69], [-0.66, 2.46, -2.34], [-1.94, 1.99, -4.60], [-2.91, 1.56, -3.10], [-2.04, 0.30, -3.99], [-1.02, -0.35, -0.58], [-3.01, 1.42, -0.37], [-2.44, -2.01, -2.10], [-3.24, -1.56, 1.27], [-1.98, -1.57, 1.21], [-3.90, -2.38, 2.08], [-3.22, -3.47, 2.75], [-5.34, -2.28, 2.19], [-3.85, -0.88, 0.66], [-2.14, -3.36, 2.68], [-3.53, -4.43, 2.31], [-3.53, -3.48, 3.80], [-5.62, -1.32, 1.75], [-5.64, -2.32, 3.24], [-5.84, -3.10, 1.66], [1.95, -4.93, -0.99], [4.46, -3.74, -1.08], [1.76, -4.20, -1.78], [3.97, -3.07, -1.80], [2.54, -2.99, -1.54], [0.71, -3.94, -1.84], [1.99, -1.91, -1.00], [0.77, -1.88, -0.65], [4.38, -2.06, -1.71], [2.61, -1.00, -0.89], [2.09, -4.63, -2.73], [4.14, -3.46, -2.80], [-1.84, 1.66, 3.00], [-0.79, 0.79, 3.49], [-1.02, 0.26, 4.82], [0.15, 0.34, 2.63], [0.01, 0.49, 1.37], [1.28, -0.27, 3.09], [1.75, -0.29, 4.46], [2.19, -0.82, 2.11], [-2.10, 2.37, 3.79], [-2.75, 1.11, 2.71], [-1.48, 2.18, 2.11], [-0.84, -0.82, 4.89], [-0.43, 0.79, 5.58], [-2.07, 0.44, 5.05], [2.82, -0.48, 4.45], [1.59, 0.66, 4.97], [1.30, -1.10, 5.05], [1.77, -1.71, 1.65], [2.41, -0.09, 1.33], [3.12, -1.11, 2.61]]}

(5)
{"formula": "C38H28N3PtSb", "method": "ωB97M-V/def2-TZVPD", "orbital_gap_ev": 6.26, "homo_energy_ev": -13.871, "total_charge": 2, "elements": ["Pt", "C", "C", "C", "C", "C", "C", "Sb", "C", "C", "C", "C", "C", "C", "C", "C", "C", "C", "C", "C", "H", "H", "H", "H", "H", "H", "H", "H", "H", "H", "H", "H", "H", "H", "H", "N", "C", "C", "C", "C", "C", "C", "C", "C", "C", "H", "H", "H", "H", "C", "C", "C", "C", "C", "C", "C", "C", "H", "H", "H", "H", "H", "N", "C", "C", "C", "N", "H", "H", "H", "H"], "coordinates": [[-0.56, 0.93, -0.42], [5.73, 1.45, 1.00], [4.65, 2.30, 0.74], [3.47, 1.78, 0.25], [3.37, 0.41, 0.02], [4.44, -0.45, 0.28], [5.63, 0.09, 0.77], [1.65, -0.49, -0.73], [1.65, -0.15, -2.80], [2.76, 0.51, -3.32], [2.83, 0.75, -4.69], [1.80, 0.32, -5.52], [0.70, -0.34, -4.99], [0.61, -0.57, -3.63], [1.53, -2.51, -0.25], [1.40, -3.43, -1.29], [1.42, -4.78, -0.99], [1.57, -5.20, 0.33], [1.70, -4.27, 1.35], [1.69, -2.91, 1.07], [6.65, 1.87, 1.38], [4.74, 3.36, 0.92], [2.63, 2.44, 0.07], [4.36, -1.52, 0.12], [6.46, -0.56, 0.97], [3.57, 0.84, -2.68], [3.69, 1.26, -5.10], [1.87, 0.50, -6.58], [-0.10, -0.67, -5.64], [-0.26, -1.07, -3.21], [1.30, -3.11, -2.32], [1.32, -5.51, -1.78], [1.58, -6.25, 0.56], [1.83, -4.60, 2.38], [1.81, -2.19, 1.87], [-4.14, -8.18, -1.72], [-3.74, -7.11, -1.58], [-3.24, -5.78, -1.40], [-3.28, -4.88, -2.47], [-2.79, -3.60, -2.30], [-2.26, -3.21, -1.07], [-2.22, -4.12, 0.00], [-2.72, -5.39, -0.17], [-1.72, -1.90, -0.89], [-1.26, -0.80, -0.71], [-3.70, -5.19, -3.42], [-2.82, -2.89, -3.12], [-1.81, -3.81, 0.95], [-2.70, -6.10, 0.65], [0.34, 0.39, 1.23], [0.90, 0.15, 2.28], [1.58, -0.11, 3.51], [2.85, 0.43, 3.73], [3.51, 0.16, 4.91], [2.91, -0.64, 5.87], [1.64, -1.17, 5.66], [0.97, -0.91, 4.48], [3.30, 1.07, 2.97], [4.49, 0.58, 5.09], [3.43, -0.84, 6.80], [1.18, -1.79, 6.42], [-0.01, -1.32, 4.30], [-2.84, 1.39, -2.37], [-3.20, 1.97, -3.52], [-2.09, 2.61, -4.03], [-1.08, 2.36, -3.11], [-1.54, 1.62, -2.10], [-3.39, 0.81, -1.75], [-4.21, 1.90, -3.88], [-2.03, 3.18, -4.94], [-0.04, 2.65, -3.13]]}

What did we get for calculated total energy? Answer: -69767.326; -95540.744; -225907.401; -79197.412; -54095.042 eV, in the order shown.